Record 1
10
Properties=species:S:1:pos:R:3:mulliken_charge:R:1 method="wB97M-V/def2-TZVPD" e_homo_ha=-0.33548 lumo_energy_ha=0.01601 homo_lumo_gap_ev=9.56 max_force_ev_per_a=7.33 relative_energy_kcal_mol=65.6
H -0.97 -2.56 2.15 0.301
H -0.07 0.07 -2.30 0.412
C -0.51 -1.52 0.46 0.425
N -0.49 -1.40 -1.03 -0.448
C -0.07 -0.25 -1.31 -0.041
N -0.87 -2.49 1.04 -0.473
O -0.14 -0.12 0.88 -0.333
N 0.11 0.65 -0.27 0.090
S 0.78 2.19 -0.03 -0.096
H 2.04 1.76 0.41 0.163



Record 2
57
Properties=species:S:1:pos:R:3:mulliken_charge:R:1 method="wB97M-V/def2-TZVPD" e_homo_ha=-0.42527 lumo_energy_ha=-0.15741 homo_lumo_gap_ev=7.29 max_force_ev_per_a=3.75 total_charge=+1
H 0.12 -5.59 -1.78 0.384
C -1.06 1.76 2.70 -1.108
C -4.76 0.92 -1.16 -1.177
H 1.97 -2.55 -0.05 0.208
H -5.24 1.88 -1.51 0.366
H -0.47 2.34 3.47 0.414
H -3.25 -3.51 1.20 0.214
H -0.23 1.32 -0.64 -0.075
C -3.10 -0.09 0.47 0.066
I -2.23 -6.23 0.48 0.155
H 0.63 -2.15 -1.25 0.294
C 2.74 3.05 -1.45 0.049
H -1.07 3.34 1.19 0.380
H 1.23 -4.51 -0.77 0.227
C -1.12 1.47 0.04 -1.062
C 0.40 -5.27 -0.74 -1.154
C -0.91 -4.62 -0.09 -0.492
H 3.03 -0.26 -0.45 0.260
H 0.50 2.49 1.22 -0.072
I 1.61 -1.25 2.57 0.217
N -0.78 -1.05 0.63 1.033
C -2.80 -2.50 0.98 -0.676
H 4.82 3.46 1.20 0.383
H -2.14 2.02 2.92 0.289
C 2.49 -0.83 -1.27 -1.274
H 0.65 -6.18 -0.14 0.443
H 1.79 2.60 -1.71 0.350
C -1.34 -2.31 0.90 0.875
C 3.49 3.71 -2.42 -0.697
C -4.09 1.11 0.26 -0.030
C 4.71 4.28 -2.09 -0.395
H 3.27 -1.45 -1.80 0.390
H -0.91 -4.15 2.05 0.608
C 0.70 -0.87 0.60 -1.514
H 0.57 -3.53 1.11 0.139
H -5.52 0.10 -1.11 0.357
C -0.61 2.31 1.30 0.206
C 3.22 2.96 -0.15 0.039
F -5.14 0.98 1.22 -0.354
C -1.64 0.03 0.40 0.876
H 5.29 4.80 -2.84 0.372
H 3.12 3.77 -3.44 0.385
H 2.64 2.45 0.61 0.268
C -3.74 -1.40 0.76 -0.736
C 4.44 3.53 0.18 -0.747
H 2.02 -0.06 -1.94 0.311
H -3.62 2.11 0.40 0.375
H 6.14 4.64 -0.53 0.374
H -1.84 2.08 -0.55 0.660
H 1.00 0.18 0.39 0.380
H -1.34 -3.97 -0.91 0.454
H -4.85 -1.52 0.82 0.449
C 1.40 -1.72 -0.56 0.130
H -4.00 0.62 -1.94 0.292
C -0.53 -3.62 1.13 -0.879
H -0.83 0.68 2.88 0.171
C 5.19 4.19 -0.79 -0.398



Record 3
55
Properties=species:S:1:pos:R:3:mulliken_charge:R:1 method="wB97M-V/def2-TZVPD" e_homo_ha="-0.21860 / -0.25396" lumo_energy_ha="-0.02439 / -0.00978" homo_lumo_gap_ev="5.28 / 6.64" multiplicity=11 max_force_ev_per_a=12.15 total_charge=-1
O 0.57 -1.31 0.37 -0.098
Cl 3.61 1.96 3.81 -0.168
Cl 1.63 -0.90 -5.91 -0.162
F -0.39 0.93 -2.95 -0.415
H 4.05 -0.14 2.79 0.026
O 2.09 -0.55 1.33 -0.542
O 2.60 -3.19 -2.01 -0.543
F -2.22 0.59 -1.89 -0.509
Cl -1.78 4.85 1.73 -0.197
P 1.25 0.10 0.21 -0.067
C 2.50 -1.00 -4.39 0.752
F -1.63 -0.90 -3.35 -0.401
O -0.16 0.48 0.57 0.657
V 0.16 -0.67 2.28 0.542
H 2.45 3.62 -2.26 0.310
H -0.74 2.78 0.99 -0.685
O 1.42 -0.45 -1.16 0.400
F -4.73 0.90 2.11 -0.223
C 3.87 0.22 3.80 -0.154
F -3.49 0.40 -3.78 -0.407
V 2.44 -2.09 -0.22 0.559
C -0.71 3.84 0.74 0.627
F -0.31 -1.45 5.26 -0.226
P -1.91 0.68 -3.44 1.435
O -4.27 -1.92 1.66 -0.521
O 1.78 -4.07 -0.44 -0.445
Cl 4.28 2.73 -3.44 -0.163
F -1.60 0.26 5.51 -0.206
O -2.75 -3.10 4.04 -0.610
F -2.24 2.26 -3.50 -0.373
C 2.59 2.89 -3.05 0.573
S -3.02 -1.16 1.46 0.447
H 2.28 1.91 -2.67 -0.656
Cl 1.66 3.28 -4.53 -0.160
H 0.32 4.14 0.92 0.302
H 4.75 0.01 4.41 0.383
Cl 4.25 -0.61 -4.72 -0.198
F -3.82 1.00 0.11 -0.205
O -2.38 -1.41 0.18 -0.554
F -2.65 1.49 1.82 -0.194
O 1.25 -5.13 -2.55 -0.785
F -1.58 0.66 -5.04 -0.340
V -0.58 -0.96 -1.29 1.475
O -3.98 -0.89 4.25 -0.568
S -2.71 -1.63 4.00 0.793
P 1.19 -3.78 -1.83 0.736
N -1.85 -1.07 2.82 -0.198
C -1.59 -1.05 5.44 0.607
Cl 2.43 -0.57 4.43 -0.116
Cl -1.00 4.05 -1.01 -0.144
F -2.11 -1.58 6.55 -0.197
C -3.60 0.69 1.37 0.799
H 1.98 -0.36 -3.68 -0.544
O 0.02 -2.79 -1.89 -0.453
H 2.39 -1.99 -3.96 0.007



Record 4
32
Properties=species:S:1:pos:R:3:mulliken_charge:R:1 method="wB97M-V/def2-TZVPD" e_homo_ha=-0.22909 lumo_energy_ha=0.08229 homo_lumo_gap_ev=8.47 max_force_ev_per_a=1.37 total_charge=-1
O 1.11 -1.05 -1.57 -0.698
C -2.48 1.95 -0.98 -0.733
H -2.53 3.01 -0.75 0.239
O -1.93 -2.66 -0.01 -0.541
H -0.69 -0.44 0.19 0.303
N -3.88 -2.73 1.15 -0.357
S 0.46 0.23 -1.75 1.084
O -1.39 1.42 -0.25 -0.322
H 3.16 -1.02 2.32 0.169
H 5.28 2.40 1.94 0.181
C -2.84 -3.31 0.47 0.579
H -4.64 -3.25 1.55 0.159
C 4.33 0.65 2.36 0.549
H -2.32 1.85 -2.05 0.338
H -3.86 -1.73 1.24 0.221
N -2.90 -4.68 0.37 -0.433
S 1.31 2.85 -1.50 1.045
O 1.90 3.68 -0.48 -0.669
H -3.64 -5.23 0.76 0.144
H -1.78 -0.40 -1.20 0.343
O 0.08 3.31 -2.07 -0.555
O 4.86 0.44 3.44 -0.693
N 3.41 -0.19 1.81 -0.299
H 4.15 1.91 0.72 0.194
H -2.15 -5.13 -0.12 0.222
N 4.61 1.74 1.60 -0.323
C -0.99 0.15 -0.68 -0.431
O 0.04 0.53 -3.10 -0.671
H 2.96 -0.02 0.92 0.212
H -3.42 1.47 -0.68 0.289
F 2.37 2.93 -2.68 -0.265
N 1.40 1.34 -1.03 -0.284



Record 5
8
Properties=species:S:1:pos:R:3:mulliken_charge:R:1 method="wB97M-V/def2-TZVPD" e_homo_ha="-0.38486 / -0.38549" lumo_energy_ha="0.03815 / -0.06846" homo_lumo_gap_ev="11.51 / 8.63" multiplicity=2 max_force_ev_per_a=1.77 relative_energy_kcal_mol=30.8
C -0.90 0.00 1.08 -0.477
H 0.48 -0.96 -0.16 0.150
H 1.49 -0.02 -1.49 0.381
H 0.48 0.96 -0.17 0.162
O 1.03 0.02 -2.35 -0.348
H -1.34 0.93 1.45 0.231
C 0.10 0.00 0.18 -0.330
H -1.33 -0.93 1.46 0.230



Record 6
13
Properties=species:S:1:pos:R:3:mulliken_charge:R:1 method="wB97M-V/def2-TZVPD" e_homo_ha=-0.51745 lumo_energy_ha=-0.16948 homo_lumo_gap_ev=9.47 max_force_ev_per_a=5.54 total_charge=+1 relative_energy_kcal_mol=119.7
C -1.33 0.36 0.86 0.453
H -2.49 0.05 2.73 0.289
H 0.21 0.22 -2.61 0.284
N 0.90 -0.39 -2.17 -0.327
H 2.36 -0.82 0.67 0.278
H 1.40 -0.85 -2.90 0.240
H -3.22 0.93 1.19 0.301
H 2.99 -1.12 -0.97 0.262
H -1.78 1.57 2.30 0.308
C -2.32 0.82 1.83 -0.935
C 1.24 -0.28 -0.90 0.645
N 2.34 -0.69 -0.32 -0.310
C -0.28 0.20 0.28 -0.488